ORCA calculation (ωB97M-V with the def2-TZVPD basis set) on a molecular structure, C30H43N2O8OsSi3.

Geometry (Å):
Os -0.01241 0.05794 -0.44959
C -1.80477 -2.57439 -2.37441
C -0.35215 -2.31284 -2.46924
N 0.33861 -1.37270 -1.84328
C 1.67434 -1.61100 -2.05524
C 1.80537 -2.68823 -2.87076
N 0.52450 -3.09807 -3.12752
C 2.96101 -3.44152 -3.43624
O 4.16444 -3.02824 -3.09336
O 2.74301 -4.36269 -4.17436
C 2.59862 -0.85489 -1.20459
O 3.80046 -0.97231 -1.26816
O 1.96940 -0.04498 -0.36590
H -2.23338 -1.95104 -1.59494
H -1.96470 -3.61938 -2.10647
H -2.30822 -2.37838 -3.32139
H 0.31211 -3.89946 -3.70805
H 4.15682 -2.27916 -2.45178
O -0.05937 -2.03696 0.72237
C -0.85681 -1.95522 1.92993
C -1.93174 -0.90643 1.60228
O -2.94411 -0.80488 2.23159
O -1.66596 -0.12417 0.56018
C -0.03377 -1.41709 3.09202
C -0.66825 -1.24284 4.32049
C 0.03482 -0.73326 5.39795
C 1.37843 -0.40128 5.26338
C 2.01256 -0.58152 4.04651
C 1.30774 -1.08323 2.95721
C -1.43773 -3.33313 2.18599
C -2.64870 -3.72645 1.62661
C -3.09453 -5.03056 1.77894
C -2.33286 -5.95280 2.48247
C -1.12442 -5.56587 3.04245
C -0.68072 -4.25946 2.89894
H 0.70543 -2.60417 0.89294
H -1.71397 -1.50235 4.42385
H -0.46537 -0.59723 6.34747
H 1.92633 -0.00450 6.10766
H 3.05870 -0.32798 3.93403
H 1.82266 -1.17713 2.00914
H -3.26630 -3.01249 1.09629
H -4.04567 -5.32524 1.35536
H -2.68523 -6.96866 2.60148
H -0.53034 -6.27716 3.60050
H 0.25198 -3.95753 3.36013
C -3.16030 0.50961 -2.33291
O -1.82377 0.81659 -1.92183
Si -1.44508 2.43954 -1.57545
C -1.54309 3.42299 -3.15301
C -2.73790 3.12487 -0.42558
C 0.22434 2.01059 -0.80817
Si 1.67562 2.57544 -1.97565
C 3.46530 2.44899 -1.41264
C 1.45501 1.45189 -3.48626
C 1.56173 4.37570 -2.48133
Si 0.48808 2.78040 0.99950
C -0.00856 4.58495 0.77253
C 2.26014 2.63643 1.56844
C -0.56833 2.11167 2.39223
H -3.30530 0.83414 -3.36415
H -3.89378 0.99210 -1.68731
H -3.32325 -0.55896 -2.27790
H -2.54551 3.26811 -3.56587
H -0.82116 3.14191 -3.91639
H -1.45845 4.49366 -2.95932
H -3.71582 3.05817 -0.90888
H -2.56143 4.18571 -0.24180
H -2.80167 2.60534 0.52890
H 3.71335 1.68583 -0.68392
H 3.80257 3.41682 -1.03816
H 4.04892 2.24687 -2.31673
H 0.54486 0.84929 -3.46219
H 2.31014 0.77791 -3.58843
H 1.42263 2.05194 -4.39876
H 1.82540 5.04100 -1.65851
H 0.62676 4.71520 -2.92350
H 2.34440 4.49899 -3.23754
H -0.04024 4.93767 -0.25595
H 0.71834 5.20206 1.30818
H -0.98326 4.76275 1.22876
H 2.93798 3.31932 1.05892
H 2.64905 1.62272 1.46160
H 2.27214 2.88444 2.63391
H -1.61752 1.94482 2.15562
H -0.52201 2.87468 3.17654
H -0.15620 1.19878 2.82009

Computed properties:
Orbital gap (alpha / beta) (Ha): 0.26903 / 0.26884
Charge: +1
Molar mass (g mol⁻¹): 834.17
ΔE to the lowest compared entry with this formula, charge and spin (eV): 0.237
Highest occupied orbital energy (alpha / beta) (eV): -11.77 / -11.77

ORCA calculation (ωB97M-V with the def2-TZVPD basis set) on a molecular structure, C30H44Br12F2N3O3Si at a distorted geometry.

Geometry (Å):
C 5.72103 -4.32536 -0.62087
C 5.47558 -2.96055 -0.29902
C 4.88185 -1.55691 0.39062
C 3.94190 -0.67974 -0.62635
C 3.70250 0.71319 0.20416
N 2.36795 1.10216 0.03408
C 2.10077 2.41252 0.74092
C 1.04618 2.32674 1.99316
N -0.39438 2.23433 1.54103
C -1.12972 3.55304 1.63697
C -2.01170 3.87378 0.25294
C -1.05912 1.29174 2.54496
C -1.85383 -0.01294 1.86561
O -1.01531 1.43866 3.87774
C 1.43258 0.21504 -0.81087
C 0.82532 0.87991 -2.18016
F 1.86541 1.19193 -3.22028
F 0.23690 2.22338 -1.81603
C -0.45246 0.02857 -2.82930
C -1.65147 -0.27415 -1.74001
Si -3.15430 -1.24991 -2.44498
C -2.84701 -2.11583 -4.13729
C -4.62559 0.02936 -2.68459
C -3.80334 -2.49373 -1.07229
C -5.32336 -3.12030 -1.37746
C -5.98161 -4.13339 -0.26909
C -5.11599 -4.49302 1.09203
C -3.60484 -3.90349 1.41194
C -2.96463 -2.88190 0.28866
C 2.38335 -1.13208 -0.90462
C 2.51259 -1.93479 -2.33107
N 1.39230 -2.91702 -2.61254
C 1.66265 -2.16824 0.17138
O 2.30948 -3.48655 0.26010
O 1.44434 -4.46581 0.21907
H 5.90490 -5.49706 -0.67017
H 4.37575 -1.76673 1.43508
H 5.85393 -0.91312 0.62990
H 4.61728 -0.32991 -1.51838
H 4.56363 1.22439 0.80937
H 1.75768 3.26031 -0.02643
H 3.12639 2.81811 1.19200
H 1.36053 1.42338 2.70567
H 1.21519 3.30240 2.65994
H -1.95416 3.44166 2.49215
H -0.46495 4.47517 1.91561
H -2.78853 4.73591 0.49673
H -1.33793 4.19522 -0.65127
H -2.65559 2.93969 -0.06196
H -2.43445 0.39143 0.92149
H -0.99213 -0.74809 1.52644
H -2.58755 -0.51907 2.62436
H 0.64004 -0.10246 0.00094
H -0.11280 -0.91443 -3.44382
H -0.92950 0.77349 -3.63108
H -2.06555 0.75780 -1.34984
H -1.21787 -0.87797 -0.83617
H -3.81190 -2.70782 -4.51609
H -1.98700 -2.94271 -4.10752
H -2.60439 -1.35040 -5.01950
H -5.58016 -0.60455 -2.97542
H -4.36715 0.87703 -3.45026
H -4.84632 0.43792 -1.58702
H -5.92847 -2.82303 -2.35356
H -7.05772 -4.58283 -0.46203
H -5.58088 -5.20901 1.91930
H -2.97990 -4.11889 2.37757
H -1.89838 -2.45273 0.50857
H 2.69549 -1.22868 -3.26778
H 3.50682 -2.59057 -2.24860
H 1.73153 -3.90337 -2.50946
H 1.12126 -2.76252 -3.63011
H 1.76380 -1.67896 1.25433
H 0.54590 -2.35412 -0.14409
H 1.74361 -5.16336 -0.46359
C -5.56440 0.75301 3.09291
Br -4.23227 1.24476 4.42247
Br -5.77068 2.12768 1.73207
Br -5.19778 -0.99018 2.31122
H -6.52348 0.67382 3.61534
C 3.94740 5.13584 3.27798
Br 4.39523 3.24711 3.40551
Br 3.03622 5.55274 1.61061
Br 2.94007 5.74705 4.82584
H 4.89246 5.68887 3.27282
C -0.55009 7.53651 5.38199
Br -1.10827 5.72368 4.95050
Br -0.27142 8.60815 3.78259
Br -1.77643 8.39521 6.62411
H 0.41759 7.46099 5.88886
C 6.64740 -3.34358 -4.25830
Br 7.09523 -5.23230 -4.13076
Br 5.73622 -2.92667 -5.92566
Br 5.64007 -2.73236 -2.71044
H 7.59246 -2.79054 -4.26346

Computed properties:
Orbital gap (Ha): 0.22481
Charge: +1
Molar mass (g mol⁻¹): 1519.63
Highest occupied orbital energy (eV): -10.37

ORCA calculation (ωB97M-V with the def2-TZVPD basis set) on a molecular structure, C30H44BrClN2P2V at a distorted geometry.

Geometry (Å):
N 3.52203 -4.12164 -2.23279
C 4.01546 -3.20348 -1.39015
C 3.22889 -2.59798 -0.39927
C 1.90647 -3.04195 -0.25689
C 1.36565 -3.93249 -1.22030
C 2.23746 -4.48164 -2.16419
C 1.08427 -2.51667 0.78659
V -0.39572 -0.20482 0.61575
P -1.67109 1.74636 1.26764
C -0.31160 -2.54920 0.64200
C -1.15279 -2.37878 1.81951
C -2.54119 -2.69671 1.73153
C -3.38015 -2.20997 2.71624
C -2.82720 -1.35748 3.67473
C -1.46928 -1.28923 3.94991
C -0.60098 -1.77536 2.97051
Br -4.04419 -0.21093 4.72053
H 1.55872 -2.06392 1.65966
H -0.82222 -2.91266 -0.24606
H 3.64244 -1.82759 0.25546
H 0.33180 -4.25083 -1.20808
H 5.08203 -2.94434 -1.47397
H 1.85410 -5.24444 -2.84900
H -2.88083 -3.30757 0.89900
H 0.48274 -1.75566 3.13449
H -4.45121 -2.43148 2.72124
H -1.09877 -0.85325 4.86703
P -0.72815 0.07656 -1.98782
C -0.86605 2.06245 2.90846
C -1.81822 2.46890 4.02961
H -0.07201 2.81513 2.76144
H -0.35431 1.12636 3.19776
H -1.25185 2.69119 4.95016
H -2.42678 3.34532 3.78053
H -2.49882 1.63828 4.27749
C -3.33897 1.03638 1.49030
C -4.48362 1.98125 1.87634
H -3.23875 0.29833 2.29443
H -3.57891 0.46109 0.58026
H -5.38497 1.39003 2.10212
H -4.24155 2.56181 2.77804
H -4.72630 2.67165 1.05496
C -1.85847 3.28460 0.30142
C -2.18096 4.48299 1.17951
H -2.63224 3.10074 -0.46062
H -0.90937 3.40488 -0.23893
H -2.28523 5.38697 0.57300
H -3.11929 4.33655 1.72504
H -1.38736 4.66066 1.91448
C -0.25227 1.36465 -3.26013
C -0.62000 2.78777 -2.86128
H -0.75656 1.09547 -4.20438
H 0.82558 1.30615 -3.45722
H -0.43926 3.47726 -3.70054
H -1.67766 2.87629 -2.57704
H -0.00266 3.13132 -2.02066
C -2.54864 0.05458 -2.29689
C -3.28467 -1.19732 -1.80181
H -2.66898 0.14983 -3.38820
H -2.96853 0.95701 -1.82815
H -4.35321 -1.11592 -2.07323
H -2.89322 -2.11714 -2.26482
H -3.22832 -1.31552 -0.70287
C -0.26029 -1.37272 -3.03510
C 1.16368 -1.37468 -3.59534
H -0.98441 -1.42376 -3.86331
H -0.41482 -2.26379 -2.41026
H 1.34986 -2.33009 -4.11158
H 1.33263 -0.57228 -4.33050
H 1.91276 -1.28845 -2.79568
Cl 4.13165 1.53734 3.37069
C 3.44714 1.38211 1.79518
C 4.13697 1.88299 0.68658
C 3.49782 1.72136 -0.53997
C 2.24849 1.12253 -0.62973
N 1.55558 0.72872 0.47207
C 2.17684 0.79860 1.68319
H 5.09370 2.37421 0.81220
H 3.96873 2.08408 -1.44431
H 1.75868 0.96895 -1.60566
H 1.62863 0.43564 2.56511

Computed properties:
Orbital gap (alpha / beta) (Ha): 0.18037 / 0.18010
Multiplicity: 2
Charge: +4
Molar mass (g mol⁻¹): 660.94
ΔE to the lowest compared entry with this formula, charge and spin (eV): 0.000
Highest occupied orbital energy (alpha / beta) (eV): -20.31 / -20.35

ORCA calculation (ωB97M-V with the def2-TZVPD basis set) on 6 unconnected molecules or ions with the total composition C30H44BrFI2NO24S6 at a distorted geometry.

Geometry (Å):
C -1.91559 0.69323 -0.99522
C -1.05303 0.06238 0.12385
C -1.81047 -0.08793 1.48638
C -2.16521 1.30613 2.06387
C -3.69057 1.51230 2.29643
C -4.52080 1.40858 0.99829
S -4.64168 3.05627 0.18945
C -1.04887 -1.05264 2.44678
F -1.54791 -2.34841 2.17262
C -1.28434 -0.81076 3.94004
C -2.74726 -0.92277 4.38066
O -3.59597 -1.56819 3.86668
I -3.29987 0.21546 6.16138
C 0.45599 -1.07768 2.09617
O 1.23100 -1.67646 3.10762
C 2.60885 -1.74687 2.84642
O 3.10488 -2.83665 2.79351
C 3.51352 -0.54093 2.69669
C 3.53860 0.31577 1.60821
C 4.46754 1.40211 1.52453
C 5.36393 1.61502 2.54994
C 5.32091 0.74086 3.65084
C 4.43234 -0.30317 3.73471
C 0.68684 -1.63741 0.66475
Br 0.82440 -3.57956 0.54417
N -0.40458 -1.22462 -0.28769
C 0.20315 -1.18082 -1.64756
C -0.73855 -1.77864 -2.71705
O -1.51029 -2.65004 -2.47917
I -0.48756 -0.91638 -4.68594
H -1.23186 1.08147 -1.76779
H -2.46557 1.57573 -0.64007
H -2.62620 -0.04037 -1.41226
H -0.22951 0.78262 0.29366
H -2.76269 -0.59059 1.23134
H -1.59818 1.60476 2.95468
H -1.90489 2.04275 1.28956
H -4.11447 0.82004 3.03577
H -3.85758 2.52587 2.70017
H -4.19541 0.62393 0.30743
H -5.55301 1.15652 1.28575
H -4.89452 2.74010 -1.09825
H -0.72621 -1.58377 4.49819
H -0.88883 0.15178 4.29146
H 0.75389 -0.00558 2.06243
H 2.86727 0.17435 0.76153
H 4.51055 2.05341 0.65036
H 6.09898 2.41810 2.49522
H 6.06269 0.92346 4.43256
H 4.51141 -0.93796 4.61696
H 1.65475 -1.24875 0.32505
H -1.13601 -1.95057 -0.21949
H 1.13013 -1.77334 -1.71504
H 0.49742 -0.14778 -1.87029
C -5.09725 -1.92429 -3.26043
C -5.88537 -2.61309 -2.16853
O -6.34243 -1.54646 -1.32174
S -6.60617 -0.24021 -2.21475
O -7.98787 -0.16698 -2.52018
O -5.90153 0.84776 -1.63104
O -5.82449 -0.72097 -3.53429
H -4.09624 -1.64893 -2.91628
H -5.01456 -2.53166 -4.15821
H -5.28439 -3.32093 -1.60366
H -6.76261 -3.12416 -2.57139
C 1.70878 5.85837 -1.09253
C 2.33463 5.64018 0.26709
O 1.53109 4.61332 0.87055
S 0.99406 3.62475 -0.26428
O 1.84572 2.48374 -0.31532
O -0.41258 3.50147 -0.13016
O 1.32100 4.54560 -1.52997
H 0.81029 6.47437 -1.02483
H 2.40122 6.30673 -1.80006
H 2.33200 6.53856 0.87788
H 3.35626 5.26409 0.18024
C 10.60448 1.98935 1.39343
C 9.73182 1.31138 2.42791
O 9.20506 2.38706 3.21681
S 9.01336 3.68321 2.28599
O 7.65549 3.73743 1.86803
O 9.65827 4.78057 2.90196
O 9.89654 3.18476 1.04276
H 11.57123 2.27549 1.81270
H 10.76128 1.36912 0.51449
H 10.28681 0.61536 3.05138
H 8.89259 0.79034 1.95961
C -10.44786 -2.88972 -4.78867
C -10.73038 -2.70387 -3.31347
O -10.74685 -4.03448 -2.77853
S -9.71342 -4.95116 -3.59577
O -8.49104 -5.00985 -2.87268
O -10.38957 -6.11431 -4.03124
O -9.50146 -3.96512 -4.84895
H -11.34512 -3.19419 -5.33135
H -10.03534 -1.99386 -5.24632
H -11.67822 -2.20540 -3.12930
H -9.92728 -2.14914 -2.82195
C 6.16197 -2.99913 -2.14317
C 4.74755 -2.46040 -2.17553
O 4.79850 -1.25588 -1.40079
S 6.25338 -0.57237 -1.57806
O 6.15442 0.43748 -2.56639
O 6.79151 -0.33044 -0.29053
O 6.99843 -1.84056 -2.22361
H 6.37194 -3.50815 -1.20015
H 6.36703 -3.67334 -2.97102
H 4.02719 -3.15847 -1.75266
H 4.44657 -2.19731 -3.19331

Computed properties:
Orbital gap (Ha): 0.28975
Charge: +1
Molar mass (g mol⁻¹): 1347.78
Highest occupied orbital energy (eV): -10.89

ORCA calculation (ωB97M-V with the def2-TZVPD basis set) on a molecular structure, C30H44BrN2O15 at a distorted geometry.

Geometry (Å):
Br -1.76464 1.56543 1.64377
N -1.57051 1.33051 -0.25048
C -0.20467 0.75711 -0.51996
C 0.20264 0.99519 -1.95742
N 0.23979 2.43616 -2.23372
C -1.13307 2.91269 -2.24630
C -1.94383 2.66251 -0.95115
C -3.43744 2.61821 -1.18657
C -4.00678 1.86231 -2.21403
C -5.37898 1.83604 -2.37563
C -6.19503 2.56397 -1.51834
C -5.63794 3.31701 -0.49351
C -4.26685 3.33362 -0.32989
H -2.30154 0.65591 -0.48132
H 0.51721 1.18282 0.17472
H -0.25679 -0.31594 -0.31448
H -0.53316 0.55690 -2.64005
H 1.16429 0.51698 -2.13017
H 0.71738 2.88511 -1.45523
H -1.63821 2.48850 -3.11316
H -1.13150 3.99606 -2.39265
H -1.76877 3.48360 -0.25588
H -3.38028 1.29718 -2.89827
H -5.81587 1.24680 -3.17233
H -7.26933 2.54922 -1.65557
H -6.25889 3.89745 0.17817
H -3.82319 3.92357 0.46391
C 2.09629 -0.35926 -6.72566
C 2.66194 -1.08643 -5.53671
C 2.38679 -2.57522 -5.47730
O 2.37493 -2.82612 -4.05772
C 2.02686 -1.68471 -3.44753
O 1.74203 -1.59195 -2.28645
O 2.02001 -0.65447 -4.30415
H 2.21269 0.71660 -6.60390
H 2.62333 -0.66316 -7.62930
H 1.03268 -0.57204 -6.84821
H 3.72845 -0.89066 -5.42334
H 3.14806 -3.18519 -5.95405
H 1.40205 -2.83029 -5.87586
C -2.55411 5.18156 2.79439
C -3.65656 5.71708 1.92552
C -4.96742 4.96097 1.99268
O -5.50946 5.16046 0.67823
C -4.47239 5.36916 -0.17184
O -4.55395 5.35727 -1.35462
O -3.32607 5.54788 0.52618
H -1.61349 5.68061 2.56139
H -2.76976 5.32721 3.84859
H -2.42151 4.11295 2.61394
H -3.82185 6.78267 2.10216
H -5.65728 5.33303 2.74475
H -4.80699 3.89010 2.14258
C 7.06804 -3.62339 -0.80112
C 6.46078 -2.37157 -1.37246
C 4.94649 -2.31306 -1.39687
O 4.69869 -1.46066 -2.52594
C 5.74706 -1.59044 -3.37388
O 5.74843 -1.17633 -4.49169
O 6.75429 -2.24993 -2.78593
H 8.14451 -3.63122 -0.96184
H 6.88415 -3.67979 0.27005
H 6.65650 -4.51152 -1.27723
H 6.86647 -1.48277 -0.88129
H 4.50198 -1.88254 -0.50427
H 4.49911 -3.28927 -1.59716
C -5.94436 0.93917 7.16088
C -5.54311 2.18766 6.42356
C -5.49341 2.08230 4.91034
O -4.48893 3.05637 4.57801
C -3.65526 3.16944 5.64907
O -2.61912 3.75017 5.60478
O -4.17407 2.54864 6.71778
H -5.80968 1.07107 8.23296
H -6.99253 0.71203 6.96842
H -5.33392 0.09128 6.84808
H -6.16819 3.03286 6.72284
H -6.43325 2.33357 4.42576
H -5.15294 1.10124 4.57114
C 5.34165 -8.83719 3.01702
C 5.62988 -7.51550 2.35665
C 5.38606 -7.45364 0.86286
O 6.32968 -6.45806 0.44089
C 7.35724 -6.46398 1.33191
O 8.38190 -5.88846 1.17423
O 7.03598 -7.20544 2.41300
H 5.68530 -8.82954 4.05012
H 4.26992 -9.03542 3.00846
H 5.85610 -9.64704 2.49907
H 5.09729 -6.70540 2.86384
H 4.37873 -7.15018 0.58997
H 5.63318 -8.39639 0.36978

Computed properties:
Orbital gap (Ha): 0.26784
Charge: +1
Molar mass (g mol⁻¹): 752.59
Highest occupied orbital energy (eV): -11.52